No. 1
{"formula": "C7H27ClO10", "method": "ωB97M-V with the def2-TZVPD basis set", "lumo_ev": -0.6, "homo_lumo_gap_ev": 7.566, "charge": 0, "e_above_lowest_kj_mol": 1409.5, "e_homo_ev": -8.123, "elements": ["O", "H", "H", "H", "Cl", "O", "O", "O", "O", "C", "C", "C", "O", "H", "H", "H", "H", "H", "H", "H", "H", "C", "O", "H", "H", "H", "H", "C", "O", "H", "H", "H", "H", "C", "O", "H", "H", "H", "H", "C", "O", "H", "H", "H", "H"], "positions_angstrom": [[-0.04, -0.42, -0.05], [-0.25, -1.29, 0.31], [0.51, 0.05, 0.59], [0.43, -0.59, -0.87], [-2.83, -1.20, -0.48], [-1.59, -1.90, -0.28], [-3.91, -2.15, -0.52], [-2.96, -0.28, 0.61], [-2.72, -0.52, -1.75], [-0.11, 2.74, -0.54], [-1.36, 1.92, -0.22], [-2.53, 2.79, 0.26], [-1.69, 1.27, -1.41], [-0.15, 3.32, -1.46], [0.68, 2.00, -0.72], [0.32, 3.29, 0.29], [-1.03, 1.25, 0.57], [-2.33, 3.20, 1.24], [-3.40, 2.16, 0.47], [-2.80, 3.55, -0.48], [-2.06, 0.40, -1.24], [1.12, -1.70, -1.87], [0.52, -0.40, -1.94], [0.50, -2.41, -1.33], [1.29, -2.14, -2.85], [2.08, -1.59, -1.36], [1.15, 0.24, -2.28], [0.16, -3.31, 0.41], [0.57, -2.07, 0.81], [0.95, -4.06, 0.39], [-0.64, -3.65, 1.08], [-0.23, -3.21, -0.61], [1.18, -2.16, 1.55], [0.98, -0.01, 2.52], [0.45, 0.62, 1.39], [0.45, 0.39, 3.39], [0.81, -1.09, 2.43], [2.06, 0.11, 2.61], [0.67, 1.54, 1.59], [2.62, 1.20, -0.18], [2.07, -0.08, -0.01], [3.57, 1.32, 0.36], [2.87, 1.47, -1.21], [1.94, 1.95, 0.24], [2.68, -0.55, 0.55]]}

***

No. 2
{"formula": "C4H12", "method": "ωB97M-V with the def2-TZVPD basis set", "smiles": "CC.CC", "lumo_ev": 1.2, "homo_lumo_gap_ev": 12.911, "charge": 0, "e_above_lowest_kj_mol": 14.2, "e_homo_ev": -11.747, "elements": ["C", "C", "H", "H", "H", "H", "H", "H", "C", "C", "H", "H", "H", "H", "H", "H"], "positions_angstrom": [[-0.28, -1.24, 1.22], [-0.57, -1.32, 2.71], [-1.03, -0.78, 0.57], [0.62, -0.64, 1.05], [-0.15, -2.25, 0.85], [0.30, -1.66, 3.26], [-1.33, -2.10, 2.89], [-0.96, -0.43, 3.20], [-0.25, 1.40, -1.63], [1.08, 1.21, -2.34], [-0.95, 0.61, -1.88], [-0.11, 1.37, -0.55], [-0.73, 2.36, -1.85], [1.67, 2.13, -2.33], [1.05, 0.87, -3.37], [1.67, 0.48, -1.79]]}

***

No. 3
{"formula": "C14H17N", "method": "ωB97M-V with the def2-TZVPD basis set", "smiles": "[H]/N=C/[C@@](C)(/C=C/C=C)c1ccccc1C", "lumo_ev": 0.8, "homo_lumo_gap_ev": 9.388, "charge": 0, "e_above_lowest_kj_mol": 392.2, "e_homo_ev": -8.547, "elements": ["H", "N", "C", "C", "C", "C", "C", "C", "C", "C", "C", "C", "C", "C", "C", "C", "H", "H", "H", "H", "H", "H", "H", "H", "H", "H", "H", "H", "H", "H", "H", "H"], "positions_angstrom": [[1.35, 3.69, -1.52], [1.04, 3.18, -0.72], [0.54, 2.07, -0.96], [0.04, 0.90, -0.03], [0.04, 1.21, 1.47], [-1.40, 0.74, -0.53], [-2.42, 0.11, 0.09], [-3.62, -0.22, -0.54], [-4.14, -1.44, -0.22], [0.80, -0.33, -0.37], [0.11, -1.48, -0.88], [0.83, -2.66, -1.00], [2.13, -2.82, -0.47], [2.75, -1.71, -0.04], [2.12, -0.49, 0.04], [2.96, 0.65, 0.46], [0.41, 1.73, -2.03], [-0.88, 0.79, 1.90], [0.13, 2.27, 1.66], [0.97, 0.71, 2.02], [-1.64, 1.30, -1.40], [-2.24, -0.38, 1.02], [-3.89, 0.47, -1.34], [-4.93, -1.72, -0.86], [-3.88, -2.27, 0.42], [-0.88, -1.49, -1.36], [0.35, -3.47, -1.54], [2.63, -3.80, -0.55], [3.76, -1.69, 0.38], [3.34, 1.09, -0.45], [2.31, 1.51, 0.81], [3.77, 0.32, 1.12]]}

***

No. 4
{"formula": "C4H11N2S", "method": "ωB97M-V with the def2-TZVPD basis set", "lumo_ev": -3.9, "homo_lumo_gap_ev": 9.542, "charge": 1, "e_above_lowest_kj_mol": 329.9, "e_homo_ev": -13.436, "elements": ["C", "C", "C", "C", "N", "N", "S", "H", "H", "H", "H", "H", "H", "H", "H", "H", "H", "H"], "positions_angstrom": [[1.00, -1.59, -0.95], [0.25, -0.63, -0.48], [-0.16, -0.64, 0.96], [-1.72, 0.86, 0.48], [1.64, 1.28, -0.22], [-1.48, -0.27, 1.02], [-0.46, 0.76, -1.43], [1.57, -1.70, -1.81], [1.06, -2.49, -0.27], [-0.18, -1.62, 1.45], [0.35, 0.04, 1.67], [-2.70, 0.98, 0.13], [-1.32, 1.74, 0.87], [1.59, 1.67, 0.65], [1.67, 2.02, -0.91], [-2.20, -1.00, 0.93], [2.56, 0.71, -0.21], [-1.48, -0.13, -1.89]]}

***

No. 5
{"formula": "C19H24FeO7", "method": "ωB97M-V with the def2-TZVPD basis set", "lumo_ev": [0.3, -2.2], "homo_lumo_gap_ev": [6.358, 6.770], "charge": 0, "multiplicity": 5, "s_squared": 6.086, "e_homo_ev": [-6.037, -8.924], "elements": ["C", "C", "O", "C", "C", "C", "C", "C", "C", "O", "O", "C", "C", "O", "H", "H", "H", "H", "H", "H", "H", "H", "H", "H", "H", "H", "H", "H", "H", "H", "H", "O", "C", "Fe", "C", "O", "C", "O", "C", "C", "C", "C", "C", "C", "H", "H", "H", "H", "H", "H", "H"], "positions_angstrom": [[3.40, 2.19, 1.92], [3.07, 0.73, 1.94], [1.68, 0.67, 1.51], [1.25, -0.59, 1.45], [-0.17, -0.79, 0.99], [-0.77, -2.07, 1.59], [-0.73, -2.04, 3.10], [-0.02, -3.28, 1.04], [-0.97, 0.49, 1.23], [-0.61, 1.59, 0.88], [-2.17, 0.26, 1.80], [-3.06, 1.42, 1.85], [-2.69, 2.35, 2.96], [2.02, -1.51, 1.73], [4.38, 2.35, 2.37], [3.42, 2.56, 0.90], [2.66, 2.77, 2.49], [3.69, 0.16, 1.24], [3.15, 0.30, 2.94], [-1.81, -2.13, 1.26], [-1.32, -1.19, 3.46], [-1.17, -2.97, 3.49], [0.31, -1.95, 3.43], [-0.08, -3.35, -0.06], [1.03, -3.20, 1.33], [-0.46, -4.20, 1.46], [-3.00, 1.94, 0.89], [-4.05, 0.98, 1.99], [-3.40, 3.18, 2.98], [-2.71, 1.85, 3.93], [-1.69, 2.76, 2.78], [-1.42, -3.60, -4.64], [-1.73, -2.50, -4.42], [-2.08, -0.80, -4.28], [-0.59, -0.25, -5.05], [0.41, -0.14, -5.63], [-3.05, -0.78, -5.73], [-3.26, -0.91, -6.87], [-0.94, -0.67, -1.02], [-2.02, -1.66, -1.24], [-2.91, -1.35, -2.45], [-3.13, 0.04, -2.72], [-1.91, 0.79, -2.76], [-0.90, 0.46, -1.78], [-0.03, -0.97, -0.32], [-1.61, -2.69, -1.32], [-2.69, -1.68, -0.35], [-3.71, -2.08, -2.60], [-4.10, 0.48, -2.94], [-1.86, 1.78, -3.24], [-0.11, 1.19, -1.62]]}

***

No. 6
{"formula": "C34H41BMnN9O4S", "method": "ωB97M-V with the def2-TZVPD basis set", "lumo_ev": [-4.9, -4.2], "homo_lumo_gap_ev": [6.662, 7.478], "charge": 1, "multiplicity": 2, "e_above_lowest_kj_mol": 0.0, "s_squared": 0.982, "e_homo_ev": [-11.610, -11.659], "elements": ["Mn", "C", "C", "N", "N", "C", "B", "N", "C", "C", "C", "N", "N", "C", "C", "C", "N", "H", "H", "H", "H", "H", "H", "H", "H", "H", "H", "C", "C", "C", "C", "C", "C", "C", "S", "O", "O", "N", "C", "C", "O", "O", "H", "H", "H", "H", "H", "H", "H", "H", "H", "N", "C", "N", "C", "C", "C", "C", "C", "H", "H", "H", "H", "H", "H", "H", "H", "H", "H", "C", "C", "C", "C", "C", "C", "C", "C", "C", "C", "H", "H", "H", "H", "H", "H", "H", "H", "H", "H", "H", "H"], "positions_angstrom": [[0.97, 1.32, -0.31], [0.14, 4.28, 2.78], [0.88, 3.25, 2.21], [0.30, 2.84, 1.09], [-0.81, 3.58, 0.93], [-0.93, 4.46, 1.93], [-1.52, 3.59, -0.43], [-0.35, 3.83, -1.40], [-0.22, 4.83, -2.28], [1.06, 4.83, -2.77], [1.69, 3.77, -2.11], [0.83, 3.18, -1.28], [-2.26, 2.23, -0.58], [-3.37, 1.98, 0.13], [-3.70, 0.65, -0.01], [-2.72, 0.11, -0.83], [-1.87, 1.09, -1.15], [0.36, 4.82, 3.68], [1.78, 2.81, 2.58], [-1.74, 5.16, 1.96], [-2.31, 4.47, -0.51], [-1.05, 5.48, -2.50], [1.50, 5.49, -3.48], [2.70, 3.42, -2.24], [-3.87, 2.76, 0.67], [-4.54, 0.14, 0.42], [-2.59, -0.89, -1.19], [0.97, -5.10, 0.16], [1.49, -3.76, 0.56], [2.40, -3.61, 1.60], [2.84, -2.35, 1.98], [2.38, -1.24, 1.29], [1.52, -1.37, 0.23], [1.06, -2.62, -0.13], [2.66, 0.39, 1.99], [1.51, 0.53, 2.87], [3.95, 0.45, 2.60], [2.53, 1.47, 0.79], [3.72, 1.71, 0.07], [3.48, 1.02, -1.32], [4.38, 0.63, -2.01], [2.23, 0.97, -1.56], [1.49, -5.90, 0.70], [1.10, -5.27, -0.90], [-0.10, -5.18, 0.38], [2.76, -4.47, 2.13], [3.52, -2.21, 2.80], [1.17, -0.44, -0.29], [0.37, -2.74, -0.95], [4.61, 1.32, 0.56], [3.86, 2.78, -0.13], [-0.40, 0.56, 0.88], [-0.70, -0.04, 1.83], [-1.23, -0.72, 2.78], [-1.36, -2.17, 2.67], [-0.50, -2.84, 3.74], [-0.90, -2.33, 5.12], [-0.69, -0.82, 5.17], [-1.51, -0.13, 4.08], [-1.06, -2.48, 1.67], [-2.41, -2.43, 2.83], [0.55, -2.60, 3.55], [-0.62, -3.93, 3.67], [-0.30, -2.82, 5.89], [-1.95, -2.57, 5.31], [0.37, -0.59, 5.01], [-0.98, -0.43, 6.14], [-1.26, 0.93, 4.04], [-2.58, -0.26, 4.28], [0.53, 0.60, -4.04], [-0.70, 0.21, -3.20], [-1.90, 0.77, -3.99], [-0.63, 1.05, -1.88], [-0.79, -1.30, -3.15], [0.37, -2.08, -3.16], [0.31, -3.46, -3.31], [-0.91, -4.10, -3.43], [-2.07, -3.35, -3.41], [-2.00, -1.97, -3.27], [0.49, 1.66, -4.30], [0.57, 0.02, -4.96], [1.46, 0.45, -3.50], [-1.76, 1.83, -4.18], [-2.85, 0.65, -3.48], [-1.96, 0.28, -4.96], [-0.59, 2.03, -2.35], [1.34, -1.61, -3.08], [1.23, -4.03, -3.34], [-0.95, -5.17, -3.56], [-3.03, -3.83, -3.53], [-2.93, -1.43, -3.30]]}